# 1
A structure of composition C29H47AsLaN8O7PS4Te in a non-equilibrium geometry. Source: OMol25; level of theory: ωB97M-V with the def2-TZVPD basis set.

* HOMO-LUMO gap: 5.20 eV
* charge: -2
* energy relative to the best compared isomer or geometry (same formula, charge and spin): 0.288 eV
* HOMO: -0.0584 Ha
* multiplicity: 1

Geometry as XYZ:
```
99
C29H47AsLaN8O7PS4Te (ωB97M-V with the def2-TZVPD basis set)
La -0.29 0.16 -1.44
N 2.48 -4.20 0.33
C 2.21 -2.83 0.62
S 0.53 -2.45 0.92
N 3.24 -2.08 0.61
N 3.19 -0.77 1.01
C 3.59 0.07 0.13
C 3.89 -0.21 -1.30
C 5.15 0.05 -1.82
C 5.46 -0.23 -3.15
C 4.46 -0.76 -3.97
C 3.19 -1.00 -3.47
C 2.86 -0.73 -2.12
O 1.68 -0.95 -1.64
H 1.74 -4.59 -0.23
H 3.37 -4.28 -0.13
H 3.72 1.09 0.49
H 5.91 0.47 -1.17
H 6.45 -0.03 -3.54
H 4.67 -0.98 -5.01
H 2.40 -1.40 -4.11
S -3.40 -0.01 -2.55
C -3.35 1.37 -1.57
N -2.37 1.71 -0.77
C -2.64 2.90 -0.08
C -1.80 3.53 0.83
C -2.20 4.70 1.45
C -3.44 5.27 1.17
C -4.29 4.67 0.25
C -3.89 3.48 -0.35
S -4.72 2.51 -1.52
H -0.81 3.12 1.00
H -1.53 5.19 2.15
H -3.73 6.20 1.64
H -5.26 5.11 0.01
N -0.36 0.55 1.38
C -1.55 0.33 2.18
C -1.33 0.43 3.70
C -0.21 -0.42 4.33
C -0.51 -1.93 4.38
N -1.89 -2.20 4.80
C -2.18 -2.28 6.03
N -3.48 -2.59 6.44
N -1.31 -2.07 7.09
C -2.26 -0.91 1.62
O -2.98 -1.68 2.45
O -2.28 -1.11 0.43
H 0.27 -0.26 1.45
H 0.15 1.38 1.67
H -2.25 1.13 1.94
H -2.27 0.22 4.22
H -1.09 1.48 3.89
H -0.06 -0.06 5.35
H 0.72 -0.28 3.77
H 0.23 -2.42 5.03
H -0.37 -2.35 3.39
H -2.64 -1.72 3.37
H -4.12 -2.58 5.66
H -3.81 -2.05 7.22
H -0.33 -2.09 6.84
H -1.52 -2.62 7.91
C 2.12 3.14 1.99
C 2.41 4.18 0.91
O 1.36 4.29 -0.05
P 1.22 3.26 -1.29
O 1.09 1.86 -0.67
Te -0.42 4.25 -2.65
O 2.73 3.43 -1.81
C 3.39 3.00 -3.03
C 2.50 2.57 -4.19
H 2.89 3.17 2.76
H 2.09 2.14 1.56
H 1.15 3.35 2.47
H 3.35 3.94 0.41
H 2.50 5.16 1.36
H 4.05 2.19 -2.77
H 3.99 3.85 -3.34
H 1.77 1.83 -3.88
H 3.14 2.11 -4.95
H 1.96 3.41 -4.62
C -0.68 0.70 -4.70
O -0.35 1.01 -3.39
H -0.65 1.60 -5.34
H -1.68 0.29 -4.78
H 0.01 -0.03 -5.14
C -2.02 -5.30 -3.94
As -1.69 -3.95 -2.59
C -1.03 -5.03 -1.15
C -3.47 -3.47 -2.02
S -0.46 -2.49 -3.43
H -2.50 -6.18 -3.51
H -1.06 -5.56 -4.36
H -2.65 -4.87 -4.71
H -1.87 -5.58 -0.71
H -0.58 -4.39 -0.39
H -0.30 -5.72 -1.55
H -4.05 -4.39 -1.90
H -3.91 -2.82 -2.76
H -3.40 -2.92 -1.08
```


# 2
A cluster of 5 separate species, C37H76F2N3O10P2S3 in total in a non-equilibrium geometry. Source: OMol25; level of theory: ωB97M-V with the def2-TZVPD basis set.

* HOMO-LUMO gap: 5.77 eV
* charge: +1
* HOMO: -0.3892 Ha
* multiplicity: 1

Geometry as XYZ:
```
133
C37H76F2N3O10P2S3 (ωB97M-V with the def2-TZVPD basis set)
C -5.18 -3.63 0.91
C -3.69 -3.30 1.35
O -3.54 -1.96 1.85
C -3.74 -0.99 0.83
C -3.17 0.43 1.15
O -1.79 0.66 0.84
C -0.81 0.03 1.65
C -0.42 -1.33 0.89
S -0.60 -1.27 -0.93
O -1.44 -2.36 -1.45
O 0.76 -1.51 -1.46
C 0.41 1.07 1.58
F 1.34 0.62 0.61
C 1.07 1.36 2.98
C 1.97 2.71 2.99
C 2.55 3.14 1.59
C 3.82 2.32 1.10
C 3.84 2.03 -0.46
O 5.21 2.06 -0.92
P 2.24 -0.06 3.34
O 1.90 -0.91 4.54
N 0.02 1.65 4.03
P 0.82 1.86 5.59
S 0.70 3.72 6.22
C -1.10 0.79 3.97
N -2.18 0.92 4.70
S -2.39 2.26 5.82
C -3.33 -0.04 4.69
C -4.65 0.62 5.23
C -5.12 0.22 6.57
C -6.35 0.73 7.16
C -7.12 1.69 6.37
C -6.69 2.12 5.03
C -7.49 3.14 4.17
C -5.45 1.57 4.46
N -1.17 -0.30 3.02
F -0.67 -1.47 3.50
H -5.30 -3.23 -0.14
H -5.37 -4.73 0.97
H -5.93 -3.06 1.53
H -2.97 -3.45 0.49
H -3.42 -4.02 2.17
H -3.38 -1.28 -0.19
H -4.87 -0.85 0.72
H -3.76 1.13 0.49
H -3.37 0.80 2.19
H -1.08 -2.18 1.21
H 0.62 -1.67 1.14
H -0.98 -0.05 -1.44
H 0.05 2.06 1.18
H 1.30 3.56 3.32
H 2.84 2.62 3.69
H 2.91 4.20 1.71
H 1.79 3.20 0.76
H 3.99 1.36 1.64
H 4.73 2.95 1.30
H 3.51 0.95 -0.59
H 3.19 2.74 -1.03
H 5.55 1.16 -1.00
H 3.54 0.50 3.58
H 2.43 -0.95 2.23
H 2.20 1.54 5.64
H 0.17 1.07 6.59
H -1.95 3.34 5.07
H -3.08 -0.83 5.47
H -3.51 -0.58 3.74
H -4.48 -0.53 7.10
H -6.63 0.37 8.17
H -8.07 2.08 6.81
H -6.88 3.38 3.25
H -8.47 2.75 3.79
H -7.64 4.13 4.68
H -5.08 1.85 3.45
C 1.36 -3.55 -4.79
C 2.56 -3.48 -3.86
O 3.65 -4.29 -4.27
C 4.21 -3.99 -5.54
C 4.75 -2.58 -5.66
H 1.01 -4.59 -4.89
H 0.54 -2.94 -4.40
H 1.60 -3.19 -5.79
H 2.26 -3.85 -2.87
H 2.88 -2.45 -3.72
H 3.47 -4.20 -6.33
H 5.03 -4.70 -5.69
H 3.96 -1.83 -5.52
H 5.20 -2.42 -6.64
H 5.51 -2.40 -4.89
C 3.04 0.73 -8.61
C 4.23 0.80 -7.68
O 5.33 0.00 -8.09
C 5.88 0.29 -9.37
C 6.42 1.70 -9.49
H 2.69 -0.31 -8.70
H 2.22 1.34 -8.23
H 3.27 1.08 -9.61
H 3.94 0.44 -6.70
H 4.56 1.84 -7.55
H 5.15 0.08 -10.16
H 6.70 -0.42 -9.51
H 5.64 2.45 -9.35
H 6.87 1.86 -10.47
H 7.18 1.89 -8.72
C -2.15 8.10 6.60
C -0.94 8.15 7.52
O 0.14 7.34 7.08
C 0.69 7.66 5.81
C 1.24 9.07 5.72
H -2.51 7.07 6.48
H -2.96 8.71 7.00
H -1.92 8.48 5.60
H -1.23 7.76 8.50
H -0.61 9.18 7.67
H -0.06 7.47 5.02
H 1.50 6.95 5.63
H 0.46 9.82 5.88
H 1.68 9.24 4.74
H 2.01 9.22 6.48
C -1.28 -9.66 -4.29
C -1.35 -9.38 -5.78
O -1.50 -8.00 -6.10
C -0.46 -7.14 -5.65
C 0.91 -7.49 -6.21
H -2.18 -9.28 -3.79
H -1.20 -10.73 -4.11
H -0.42 -9.18 -3.82
H -2.22 -9.89 -6.20
H -0.47 -9.79 -6.30
H -0.44 -7.11 -4.55
H -0.74 -6.14 -5.98
H 1.23 -8.48 -5.90
H 1.65 -6.77 -5.86
H 0.89 -7.47 -7.30
```


# 3
The molecule C2H2N4O in a non-equilibrium geometry. Source: OMol25; level of theory: ωB97M-V with the def2-TZVPD basis set.

* HOMO-LUMO gap: 9.41 eV
* SMILES string: Oc1ncnnn1
* energy relative to the best compared isomer or geometry (same formula, charge and spin): 2.152 eV
* HOMO: -0.3759 Ha
* multiplicity: 1

Geometry as XYZ:
```
9
C2H2N4O (ωB97M-V with the def2-TZVPD basis set)
C -0.57 0.64 0.04
C 0.32 -1.42 0.16
H -1.38 2.33 -0.52
H 0.02 -2.49 0.44
N -0.84 -0.61 0.64
N 1.57 -1.13 -0.18
N 1.71 0.25 0.02
N 0.76 1.16 0.00
O -1.58 1.26 -0.60
```


# 4
A structure of composition C22H56BrClGaO20P4 in a non-equilibrium geometry. Source: OMol25; level of theory: ωB97M-V with the def2-TZVPD basis set.

* HOMO-LUMO gap: 6.32 eV
* charge: -1
* HOMO: -0.1982 Ha
* multiplicity: 1

Geometry as XYZ:
```
105
C22H56BrClGaO20P4 (ωB97M-V with the def2-TZVPD basis set)
C -0.35 -5.35 -2.48
C 0.43 -4.63 -1.40
O 1.83 -4.52 -1.68
C 2.11 -3.63 -2.72
C 2.39 -2.21 -2.23
O 1.14 -1.57 -2.01
C 1.04 -0.33 -2.63
C -0.36 0.30 -2.30
O -1.20 -0.68 -1.77
C -2.53 -0.70 -2.32
Ga -3.76 -1.30 -0.80
C -3.01 -3.08 -0.16
Br -3.64 0.33 0.99
C -5.68 -1.69 -1.44
C -5.65 -2.32 -2.77
O -5.24 -3.43 -2.97
Cl -6.23 -1.27 -4.14
H -1.34 -5.61 -2.12
H 0.16 -6.26 -2.80
H -0.51 -4.67 -3.31
H -0.01 -3.67 -1.13
H 0.36 -5.25 -0.51
H 1.31 -3.55 -3.46
H 3.01 -3.99 -3.22
H 2.99 -1.71 -2.99
H 2.89 -2.27 -1.26
H 1.82 0.35 -2.27
H 1.14 -0.41 -3.72
H -0.78 0.80 -3.17
H -0.16 1.00 -1.49
H -2.58 -1.48 -3.09
H -2.80 0.27 -2.74
H -2.89 -3.75 -1.01
H -3.75 -3.52 0.50
H -2.10 -2.96 0.42
H -6.08 -2.45 -0.76
H -6.31 -0.81 -1.41
C 6.43 -3.08 1.80
O 5.34 -3.92 1.39
P 5.05 -5.30 2.29
O 5.72 -6.35 1.48
O 3.47 -5.19 2.09
C 2.92 -5.36 0.77
O 4.84 -6.00 3.75
C 5.96 -6.71 4.30
H 6.48 -2.23 1.12
H 6.25 -2.71 2.81
H 7.37 -3.62 1.75
H 3.56 -5.98 0.15
H 2.79 -4.39 0.31
H 1.95 -5.84 0.88
H 6.90 -6.20 4.10
H 5.99 -7.71 3.88
H 5.81 -6.78 5.38
C 5.90 4.11 3.10
O 7.17 3.46 3.26
P 7.16 1.86 3.73
O 7.42 1.95 5.19
O 8.47 1.50 2.87
C 9.71 2.10 3.25
O 6.59 0.35 3.50
C 5.57 -0.10 4.41
H 6.07 5.13 2.79
H 5.30 3.61 2.33
H 5.35 4.11 4.05
H 9.73 2.34 4.31
H 9.88 3.00 2.66
H 10.50 1.38 3.03
H 4.87 0.70 4.64
H 6.03 -0.46 5.33
H 5.03 -0.91 3.94
C -5.89 5.71 -5.20
O -7.09 5.26 -5.86
P -7.64 3.73 -5.46
O -7.11 2.90 -6.58
O -9.18 4.16 -5.63
C -9.65 4.51 -6.92
O -8.04 2.67 -4.30
C -7.08 1.63 -3.99
H -5.67 6.72 -5.56
H -6.04 5.76 -4.12
H -5.05 5.06 -5.44
H -9.07 4.02 -7.70
H -9.60 5.59 -7.05
H -10.69 4.18 -7.00
H -6.06 2.02 -4.01
H -7.18 0.83 -4.70
H -7.29 1.26 -2.99
C -4.01 3.31 4.91
O -2.97 4.30 4.97
P -1.91 4.35 3.69
O -0.74 3.59 4.21
O -1.74 5.95 3.79
C -1.11 6.49 4.95
O -1.68 4.40 2.09
C -1.34 3.16 1.44
H -4.62 3.40 5.81
H -4.65 3.47 4.04
H -3.59 2.30 4.87
H -0.42 5.78 5.40
H -1.87 6.78 5.67
H -0.55 7.37 4.64
H -1.89 2.33 1.86
H -0.27 2.99 1.54
H -1.59 3.25 0.39
```


# 5
The molecule C4H7NO2 in a non-equilibrium geometry. Source: OMol25; level of theory: ωB97M-V with the def2-TZVPD basis set.

* HOMO-LUMO gap: 10.87 eV
* SMILES string: CC(=O)N(C)C=O
* energy relative to the best compared isomer or geometry (same formula, charge and spin): 1.228 eV
* HOMO: -0.3723 Ha
* multiplicity: 1

Geometry as XYZ:
```
14
C4H7NO2 (ωB97M-V with the def2-TZVPD basis set)
C 0.06 -0.60 -1.87
N 0.38 -0.39 -0.33
C 1.29 -1.01 0.60
O 2.10 -1.88 0.39
C -0.52 0.56 0.12
O -1.28 1.03 -0.70
C -0.63 1.06 1.54
H 0.97 -0.92 -2.34
H -0.77 -1.32 -1.96
H -0.32 0.28 -2.45
H 1.20 -0.61 1.65
H -0.96 0.29 2.24
H -1.40 1.83 1.47
H 0.29 1.51 1.92
```


# 6
A structure of composition C10H43N2O18PS2 in a non-equilibrium geometry. Source: OMol25; level of theory: ωB97M-V with the def2-TZVPD basis set.

* HOMO-LUMO gap: 8.08 eV
* HOMO: -0.3418 Ha
* multiplicity: 1

Geometry as XYZ:
```
76
C10H43N2O18PS2 (ωB97M-V with the def2-TZVPD basis set)
C -2.47 1.28 0.75
C -2.26 1.53 2.24
C -1.37 0.48 2.91
O -0.08 1.03 3.16
C 0.96 0.16 2.80
C 1.09 -0.04 1.31
C 1.11 -1.29 0.75
C 1.21 -1.47 -0.66
C 1.27 -0.39 -1.50
P 1.32 -0.61 -3.27
O -0.11 -0.14 -3.80
O 2.34 0.49 -3.76
S 1.80 -2.39 -3.84
C 1.26 0.93 -0.95
N 1.28 2.09 -1.59
S 1.22 3.25 -0.51
N 1.17 2.37 0.86
C 1.18 1.11 0.46
H -2.84 0.28 0.55
H -3.20 1.98 0.37
H -1.56 1.45 0.17
H -3.22 1.57 2.75
H -1.76 2.48 2.34
H -1.32 -0.43 2.32
H -1.84 0.20 3.86
H 1.89 0.63 3.11
H 0.93 -0.80 3.32
H 1.04 -2.15 1.39
H 1.22 -2.46 -1.08
H -0.74 -0.16 -3.05
H 2.41 0.50 -4.73
O 3.65 3.13 2.56
H 3.67 4.05 2.84
H 2.89 3.08 1.95
O -1.43 -2.66 2.53
H -1.55 -3.59 2.29
H -0.67 -2.67 3.13
O -2.33 1.61 -3.56
H -2.96 2.14 -4.04
H -1.52 1.66 -4.09
O 0.40 -1.70 -6.94
H 0.83 -2.24 -6.26
H -0.23 -1.18 -6.44
O 0.64 6.46 -1.53
H 0.91 5.61 -1.89
H 0.90 7.10 -2.20
O -1.16 -4.45 -4.22
H -0.24 -4.21 -4.11
H -1.15 -5.16 -4.88
O -5.44 2.10 3.56
H -6.22 2.57 3.25
H -5.18 2.57 4.36
O 3.26 1.65 4.98
H 3.22 2.02 4.09
H 2.38 1.25 5.09
O 1.30 -2.89 4.53
H 1.95 -2.69 5.21
H 0.89 -3.71 4.83
O -4.07 -4.02 -3.04
H -4.74 -3.47 -3.46
H -3.30 -3.96 -3.61
O 0.51 -4.85 6.73
H 0.91 -5.41 7.41
H -0.17 -4.36 7.20
O 0.50 -4.97 -0.54
H 0.37 -4.69 -1.46
H -0.38 -5.25 -0.26
O 3.24 1.93 -6.39
H 2.69 2.46 -6.97
H 4.09 1.88 -6.84
O 0.35 2.46 -5.23
H 0.97 2.29 -4.51
H 0.88 2.86 -5.91
O -0.04 1.73 5.37
H -0.52 2.56 5.39
H -0.04 1.47 4.43
```


# 7
The molecule C22H32N4O4. Source: OMol25; level of theory: ωB97M-V with the def2-TZVPD basis set.

* HOMO-LUMO gap: 9.24 eV
* SMILES string: CCOC(=O)N1CCC(NC(=O)C[C@H]2C(=O)NCCN2Cc2ccc(C)cc2)CC1
* energy relative to the best compared isomer or geometry (same formula, charge and spin): 0.061 eV
* HOMO: -0.3192 Ha
* multiplicity: 1

Geometry as XYZ:
```
62
C22H32N4O4 (ωB97M-V with the def2-TZVPD basis set)
C 3.33 -1.54 6.58
C 2.02 -0.89 6.17
H 1.20 -1.22 6.82
H 2.08 0.20 6.22
O 1.73 -1.28 4.83
C 0.61 -0.73 4.30
O -0.11 0.02 4.91
N 0.42 -1.09 3.01
C 1.22 -2.05 2.29
H 1.54 -1.59 1.35
C 0.40 -3.32 2.01
H 0.15 -3.80 2.96
H 0.98 -4.01 1.41
C -0.91 -2.98 1.29
N -0.64 -2.54 -0.07
C -1.33 -2.97 -1.13
O -2.16 -3.86 -1.10
C -0.97 -2.25 -2.43
H -1.71 -2.54 -3.18
H 0.01 -2.60 -2.76
C -1.00 -0.71 -2.29
N -1.60 -0.10 -3.46
C -0.70 -0.11 -4.59
C 0.63 0.62 -4.32
N 1.11 0.32 -2.99
C 0.40 -0.21 -1.98
O 0.91 -0.34 -0.87
H 2.03 0.66 -2.74
H 0.50 1.70 -4.42
H 1.38 0.30 -5.05
H -0.49 -1.16 -4.82
H -1.19 0.34 -5.45
C -2.32 1.14 -3.21
C -1.51 2.30 -2.68
C -1.15 2.36 -1.34
C -0.35 3.39 -0.87
C 0.11 4.39 -1.72
C -0.28 4.34 -3.06
C -1.08 3.31 -3.53
H -1.37 3.30 -4.57
H 0.04 5.12 -3.73
C 0.97 5.50 -1.20
H 1.48 6.00 -2.02
H 0.35 6.23 -0.68
H 1.70 5.12 -0.49
H -0.07 3.41 0.17
H -1.51 1.62 -0.64
H -2.79 1.43 -4.16
H -3.12 0.90 -2.50
H -1.64 -0.47 -1.43
H 0.01 -1.77 -0.18
C -1.67 -1.90 2.06
C -0.78 -0.68 2.32
H -0.49 -0.20 1.38
H -1.30 0.05 2.95
H -2.00 -2.31 3.02
H -2.56 -1.60 1.50
H -1.54 -3.87 1.20
H 2.10 -2.30 2.88
H 3.25 -2.62 6.52
H 3.57 -1.26 7.60
H 4.13 -1.21 5.92
```


Question: Which value of HOMO-LUMO gap does entry 7 give?
Answer: 9.24 eV